(1)
The following is a DFT calculation (ωB97M-V/def2-TZVPD) of C6H8B6CaF24O6 as an isolated structure at a distorted geometry.

Summary:
LUMO   6.26 eV
Orbital gap   7.3 eV
Total charge   -4
DFT total energy   -3909.6188 hartree
E_HOMO   -1.0 eV

Atoms and positions in Å:
1 Ca -0.217 -0.393 0.706
2 B 3.195 0.360 4.168
3 F 2.891 -0.072 5.410
4 F 2.301 -0.296 3.319
5 F 3.158 1.757 4.078
6 F 4.401 -0.108 3.851
7 B 3.865 2.355 -0.317
8 F 4.889 1.520 -0.176
9 F 3.947 3.434 0.570
10 F 3.834 2.832 -1.554
11 F 2.722 1.713 0.074
12 B -2.728 -2.404 -3.165
13 F -3.221 -3.664 -3.152
14 F -1.940 -2.268 -4.264
15 F -3.821 -1.552 -3.266
16 F -2.026 -2.093 -2.096
17 B -2.541 -3.949 2.357
18 F -3.428 -3.763 1.367
19 F -2.310 -5.256 2.727
20 F -1.364 -3.283 2.136
21 F -2.945 -3.334 3.462
22 B -1.626 1.919 3.847
23 F -0.903 2.665 4.761
24 F -2.937 2.336 3.824
25 F -1.003 2.171 2.691
26 F -1.545 0.556 4.175
27 B -5.326 -0.009 1.090
28 F -6.055 1.192 1.107
29 F -5.409 -0.473 2.372
30 F -5.964 -0.870 0.280
31 F -4.019 0.077 0.833
32 C -3.770 4.813 -3.023
33 C -2.812 4.749 -4.229
34 O -1.814 3.752 -3.851
35 C -2.102 3.234 -2.750
36 O -1.487 2.306 -2.173
37 O -3.239 3.761 -2.253
38 H -4.793 4.613 -3.342
39 H -3.720 5.689 -2.376
40 H -2.413 5.760 -4.143
41 H -3.428 4.647 -5.123
42 C 6.101 -3.986 -0.129
43 C 6.290 -3.229 -1.479
44 O 4.944 -3.019 -1.913
45 C 4.099 -3.114 -0.787
46 O 2.932 -2.731 -0.709
47 O 4.796 -3.639 0.203
48 H 6.791 -3.663 0.652
49 H 6.306 -5.056 -0.153
50 H 6.743 -3.754 -2.319
51 H 6.701 -2.232 -1.320

For reference, the natural (NBO) charges in units of e are: number 1, Ca, carries 1.97; number 2, B, carries 1.32; number 3, F, carries -0.57; number 4, F, carries -0.60; number 5, F, carries -0.57; number 6, F, carries -0.57; number 7, B, carries 1.30; number 8, F, carries -0.56; number 9, F, carries -0.58; number 10, F, carries -0.56; number 11, F, carries -0.59; number 12, B, carries 1.30; number 13, F, carries -0.57; number 14, F, carries -0.58; number 15, F, carries -0.58; number 16, F, carries -0.57; number 17, B, carries 1.30; number 18, F, carries -0.54; number 19, F, carries -0.58; number 20, F, carries -0.61; number 21, F, carries -0.57; number 22, B, carries 1.32; number 23, F, carries -0.58; number 24, F, carries -0.56; number 25, F, carries -0.59; number 26, F, carries -0.57; number 27, B, carries 1.31; number 28, F, carries -0.60; number 29, F, carries -0.58; number 30, F, carries -0.57; number 31, F, carries -0.57; number 32, C, carries -0.08; number 33, C, carries -0.12; number 34, O, carries -0.45; number 35, C, carries 0.97; number 36, O, carries -0.59; number 37, O, carries -0.47; number 38, H, carries 0.18; number 39, H, carries 0.18; number 40, H, carries 0.19; number 41, H, carries 0.19; number 42, C, carries -0.09; number 43, C, carries -0.10; number 44, O, carries -0.51; number 45, C, carries 0.98; number 46, O, carries -0.56; number 47, O, carries -0.46; number 48, H, carries 0.20; number 49, H, carries 0.17; number 50, H, carries 0.19; number 51, H, carries 0.20

=====

(2)
The following is a DFT calculation (ωB97M-V/def2-TZVPD) of a single C6H8Br2N2O molecule at a distorted geometry.

Summary:
LUMO   -0.22 eV
Orbital gap   7.0 eV
DFT total energy   -5566.0333 hartree
E_HOMO   -7.2 eV

Atoms and positions in Å:
1 C -0.119 -0.068 0.771
2 C 2.741 1.252 -0.060
3 C 2.593 0.936 -1.343
4 C -1.813 0.261 -0.849
5 C -2.061 -1.657 0.824
6 C -1.617 -0.205 0.554
7 N 1.017 -0.092 1.049
8 N 2.279 0.212 0.914
9 O 3.108 2.283 0.528
10 Br 1.850 -0.792 -1.852
11 Br 3.329 1.934 -2.805
12 H -1.246 1.242 -0.964
13 H -2.827 0.309 -0.978
14 H -1.503 -0.491 -1.560
15 H -1.982 -2.119 -0.154
16 H -3.047 -1.681 1.356
17 H -1.291 -1.999 1.494
18 H -2.148 0.435 1.211
19 H 2.739 0.239 1.866

For reference, the natural (NBO) charges in units of e are: number 1, C, carries 0.52; number 2, C, carries 0.41; number 3, C, carries -0.40; number 4, C, carries -0.59; number 5, C, carries -0.60; number 6, C, carries -0.28; number 7, N, carries -0.06; number 8, N, carries -0.43; number 9, O, carries -0.67; number 10, Br, carries -0.01; number 11, Br, carries 0.08; number 12, H, carries 0.24; number 13, H, carries 0.22; number 14, H, carries 0.23; number 15, H, carries 0.23; number 16, H, carries 0.23; number 17, H, carries 0.22; number 18, H, carries 0.25; number 19, H, carries 0.42

=====

(3)
The following is a DFT calculation (ωB97M-V/def2-TZVPD) of a 2-piece molecular cluster, C6H8BrNO overall at a distorted geometry.

Summary:
LUMO   0.56 eV
SMILES   CC(Br)=C=N.CC=C=O
Orbital gap   9.0 eV
DFT total energy   -2937.3133 hartree
E_HOMO   -8.4 eV

Atoms and positions in Å:
1 C 1.180 -2.209 -0.175
2 C -1.974 0.247 -0.912
3 C -1.881 2.789 -0.636
4 C 2.477 -1.076 1.724
5 C -2.315 1.356 -0.281
6 C 1.881 -1.269 0.339
7 N 0.994 -3.143 -0.911
8 O -1.600 -0.756 -1.406
9 Br 1.700 0.408 -0.612
10 H -2.696 3.318 -1.076
11 H -1.098 2.718 -1.366
12 H -1.510 3.185 0.242
13 H 2.728 -1.960 2.148
14 H 3.364 -0.526 1.447
15 H 1.786 -0.499 2.235
16 H 0.126 -3.622 -1.016
17 H -3.163 1.037 0.253

For reference, the natural (NBO) charges in units of e are: number 1, C, carries 0.35; number 2, C, carries 0.71; number 3, C, carries -0.59; number 4, C, carries -0.61; number 5, C, carries -0.54; number 6, C, carries -0.22; number 7, N, carries -0.59; number 8, O, carries -0.49; number 9, Br, carries 0.02; number 10, H, carries 0.22; number 11, H, carries 0.22; number 12, H, carries 0.22; number 13, H, carries 0.22; number 14, H, carries 0.23; number 15, H, carries 0.22; number 16, H, carries 0.38; number 17, H, carries 0.25

=====

(4)
The following is a DFT calculation (ωB97M-V/def2-TZVPD) of C6H8BrNO2Pb as an isolated structure at a distorted geometry.

Summary:
LUMO   -11.49 eV
Orbital gap   4.8 eV
Total charge   +2
DFT total energy   -3204.7027 hartree
E_HOMO   -16.3 eV

Atoms and positions in Å:
1 O 0.615 -0.398 2.870
2 C -0.235 0.194 2.356
3 Br -2.137 0.074 2.931
4 C 0.187 1.167 1.130
5 C 0.146 0.496 -0.285
6 C 1.069 -0.728 -0.599
7 C 0.403 -1.102 -2.019
8 C -1.108 -0.675 -1.837
9 O -1.982 -0.838 -2.570
10 N -1.198 -0.059 -0.482
11 H 1.192 1.603 1.402
12 H -0.619 2.022 1.092
13 H 0.463 1.239 -1.049
14 H 2.125 -0.555 -0.890
15 H 1.025 -1.614 0.076
16 H 0.532 -2.153 -2.334
17 H 0.999 -0.467 -2.711
18 H -1.179 -0.923 0.083
19 Pb -0.299 2.718 2.836

For reference, the natural (NBO) charges in units of e are: number 1, O, carries -0.37; number 2, C, carries 0.35; number 3, Br, carries 0.20; number 4, C, carries -0.55; number 5, C, carries -0.07; number 6, C, carries -0.44; number 7, C, carries -0.53; number 8, C, carries 0.70; number 9, O, carries -0.40; number 10, N, carries -0.68; number 11, H, carries 0.27; number 12, H, carries 0.14; number 13, H, carries 0.27; number 14, H, carries 0.26; number 15, H, carries 0.23; number 16, H, carries 0.29; number 17, H, carries 0.26; number 18, H, carries 0.36; number 19, Pb, carries 1.72